1.
C2H4N2O2 | ωB97M-V/def2-TZVPD

SMILES: NC(=O)/N=C/O
Net charge: 0
HOMO energy (eV): -10.017
LUMO (eV): 0.812
E (eV): -9214.5864
Gap between HOMO and LUMO (eV): 10.8
F_max (eV/A): 0.5

XYZ file:
```
10
C2H4N2O2, DFT ωB97M-V/def2-TZVPD
N 1.93 0.23 0.15
C 0.76 -0.40 0.40
O 0.58 -1.15 1.34
N -0.23 -0.01 -0.54
C -1.41 -0.05 -0.06
O -2.50 0.34 -0.71
H 2.71 0.03 0.76
H 2.08 0.74 -0.70
H -1.65 -0.39 0.95
H -2.28 0.65 -1.60
```

***

2.
C33H41AsCl3F6N4O2P2PdS | ωB97M-V/def2-TZVPD

Net charge: +4
HOMO energy (spin up / spin down) (eV): -16.272 / -16.962
LUMO (spin up / spin down) (eV): -9.653 / -13.321
Spin multiplicity: 6
E (eV): -192510.2195
Expectation value of S²: 8.82
Gap between HOMO and LUMO (spin up / spin down) (eV): 6.6 / 3.6
F_max (eV/A): 0.2

XYZ file:
```
94
C33H41AsCl3F6N4O2P2PdS, DFT ωB97M-V/def2-TZVPD
Pd 0.58 -1.46 1.08
C 1.46 0.00 4.26
P 1.54 -1.49 3.25
C 3.26 -2.05 3.31
C 0.55 -2.75 4.12
C 0.39 -4.01 3.26
P -0.31 -3.61 1.61
C 0.20 -4.93 0.49
C -2.11 -3.74 1.77
H 1.80 -0.21 5.27
H 0.43 0.37 4.30
H 2.10 0.77 3.83
H 3.56 -2.21 4.35
H 3.90 -1.29 2.86
H 3.39 -2.97 2.75
H -0.42 -2.30 4.34
H 1.02 -2.99 5.07
H -0.25 -4.75 3.75
H 1.36 -4.49 3.09
H -0.12 -5.90 0.88
H 1.29 -4.93 0.40
H -0.23 -4.76 -0.49
H -2.38 -4.75 2.10
H -2.57 -3.56 0.80
H -2.48 -3.01 2.49
F 1.37 -2.27 -1.20
As 1.05 -0.75 -2.07
F -0.57 -0.86 -1.41
F 1.52 0.04 -0.53
F 0.59 -1.62 -3.45
F 2.70 -0.68 -2.56
F 0.70 0.78 -2.74
C 6.67 -0.89 -3.52
N 5.74 -1.58 -2.63
N 5.43 -1.13 -1.43
C 4.50 -2.03 -0.83
O 4.03 -1.84 0.26
C 4.32 -3.08 -1.82
C 5.08 -2.77 -2.90
C 5.28 -3.47 -4.19
C 5.87 0.13 -0.91
C 6.78 0.13 0.14
C 7.23 1.35 0.63
C 6.77 2.53 0.07
C 5.85 2.51 -0.97
C 5.38 1.30 -1.47
H 7.37 -0.31 -2.92
H 6.12 -0.22 -4.18
H 7.20 -1.64 -4.10
H 3.69 -3.94 -1.70
H 4.62 -4.34 -4.24
H 6.31 -3.82 -4.30
H 5.04 -2.82 -5.03
H 7.15 -0.80 0.55
H 7.95 1.37 1.43
H 7.13 3.48 0.44
H 5.49 3.44 -1.40
H 4.65 1.26 -2.26
Cl -4.60 7.18 3.25
C -4.59 5.82 2.30
C -4.78 4.54 2.92
C -4.79 3.41 2.14
C -4.64 3.48 0.75
C -4.77 2.21 -0.06
C -3.44 1.72 -0.69
N -2.43 1.33 0.28
C -1.50 2.18 0.86
C -0.63 1.38 1.53
N -1.01 0.06 1.38
C -2.09 0.07 0.62
O -5.74 2.45 -1.06
C -6.53 1.32 -1.42
C -7.55 1.75 -2.43
C -7.23 2.13 -3.76
Cl -5.71 2.14 -4.43
S -8.61 2.55 -4.71
C -9.61 2.24 -3.39
C -8.91 1.82 -2.23
C -4.42 4.78 0.15
Cl -4.15 4.93 -1.52
C -4.40 5.92 0.91
H -4.92 4.49 3.99
H -4.96 2.45 2.61
H -5.12 1.43 0.63
H -3.02 2.50 -1.32
H -3.65 0.86 -1.32
H -1.51 3.24 0.70
H 0.24 1.66 2.09
H -2.61 -0.80 0.26
H -7.05 0.92 -0.54
H -5.91 0.52 -1.84
H -10.68 2.36 -3.47
H -9.41 1.58 -1.31
H -4.25 6.89 0.45
```

***

3.
C2H8N4O2Rb | ωB97M-V/def2-TZVPD

Net charge: +1
HOMO energy (eV): -13.000
LUMO (eV): -2.819
E (eV): -12911.4428
Gap between HOMO and LUMO (eV): 10.2
F_max (eV/A): 6.6

XYZ file:
```
17
C2H8N4O2Rb, DFT ωB97M-V/def2-TZVPD
Rb -0.03 -0.32 1.36
C -3.87 -0.72 -0.03
O -2.75 -0.29 0.37
N -4.81 -0.88 0.80
N -4.24 -1.08 -1.27
H -5.72 -0.86 0.38
H -4.75 -1.10 1.79
H -3.73 -0.53 -1.94
H -5.11 -1.57 -1.41
C 3.84 0.77 0.23
O 2.74 0.45 0.64
N 4.41 0.43 -0.96
N 4.68 1.53 0.84
H 3.80 -0.01 -1.64
H 5.30 0.69 -1.34
H 4.64 1.89 1.79
H 5.58 1.61 0.39
```

***

4.
C31H42BIrN7O8 | ωB97M-V/def2-TZVPD

Net charge: +2
HOMO energy (spin up / spin down) (eV): -13.485 / -13.485
LUMO (spin up / spin down) (eV): -7.217 / -8.246
Spin multiplicity: 2
E (eV): -63138.9007
Expectation value of S²: 0.75
Gap between HOMO and LUMO (spin up / spin down) (eV): 6.3 / 5.2
F_max (eV/A): 1.6

XYZ file:
```
90
C31H42BIrN7O8, DFT ωB97M-V/def2-TZVPD
Ir 0.27 -0.11 -0.63
C -1.37 -0.39 -5.73
C -1.11 0.63 -4.64
C -2.20 1.70 -4.65
O -1.22 -0.06 -3.34
B -0.19 0.37 -2.59
O 0.69 1.22 -3.17
C 0.35 1.23 -4.62
C 1.36 0.33 -5.31
C 0.48 2.65 -5.11
H -2.40 -0.73 -5.67
H -0.72 -1.25 -5.63
H -1.22 0.06 -6.71
H -3.17 1.22 -4.50
H -2.22 2.23 -5.60
H -2.05 2.41 -3.84
H 1.38 -0.66 -4.87
H 2.36 0.76 -5.20
H 1.14 0.25 -6.37
H -0.19 3.33 -4.59
H 0.27 2.70 -6.18
H 1.51 2.98 -4.96
O 3.23 -0.87 -3.08
C 2.80 -0.90 -1.97
O 1.49 -1.08 -1.72
C 3.72 -0.83 -0.79
C 4.70 -1.80 -0.63
C 5.43 -1.85 0.55
C 5.16 -0.91 1.52
C 4.27 0.12 1.35
C 3.54 0.17 0.17
N 5.83 -1.04 2.84
O 6.76 -1.82 2.92
O 5.39 -0.37 3.75
H 4.88 -2.52 -1.42
H 6.18 -2.60 0.72
H 4.14 0.86 2.13
H 2.84 0.97 0.00
C -2.32 2.51 -0.97
N -1.15 3.34 -1.27
C -1.39 4.65 -1.90
C 0.06 2.94 -0.99
C 1.25 3.80 -1.28
O 0.30 1.82 -0.38
H -3.20 3.01 -1.35
H -2.41 2.37 0.10
H -2.24 1.54 -1.45
H -2.37 4.99 -1.61
H -1.35 4.57 -2.98
H -0.66 5.38 -1.57
H 1.26 4.09 -2.33
H 2.15 3.25 -1.05
H 1.23 4.71 -0.67
C 1.43 -4.05 1.38
C 0.71 -3.04 0.56
C -0.38 -3.50 -0.35
O 1.00 -1.85 0.67
H 0.71 -4.71 1.88
H 2.08 -3.58 2.10
H 2.02 -4.68 0.71
H -0.11 -4.41 -0.87
H -0.65 -2.73 -1.08
H -1.26 -3.73 0.26
C 0.60 0.77 2.64
C -0.73 0.38 2.12
N -1.02 -0.05 0.89
C -2.38 -0.30 0.83
C -2.91 -0.01 2.04
N -1.86 0.41 2.83
C -2.02 0.82 4.24
N -2.90 -0.06 4.92
N -4.22 0.29 5.06
N -4.84 -0.66 5.62
C -3.95 -1.70 5.87
C -4.16 -2.93 6.48
C -3.07 -3.77 6.59
C -1.80 -3.39 6.09
C -1.58 -2.16 5.49
C -2.69 -1.32 5.41
H 1.34 0.74 1.85
H 0.93 0.08 3.43
H 0.59 1.78 3.05
H -2.86 -0.68 -0.06
H -3.92 -0.06 2.41
H -2.46 1.82 4.28
H -1.04 0.83 4.71
H -5.13 -3.21 6.87
H -3.17 -4.73 7.07
H -0.97 -4.08 6.19
H -0.61 -1.89 5.11
```

***

5.
C33H53Cl14N6O11 | ωB97M-V/def2-TZVPD

Net charge: -3
HOMO energy (eV): 2.370
LUMO (eV): 3.434
E (eV): -241846.2480
Gap between HOMO and LUMO (eV): 1.1
F_max (eV/A): 5.4

XYZ file:
```
117
C33H53Cl14N6O11, DFT ωB97M-V/def2-TZVPD
C 9.16 7.77 -19.34
C 10.00 6.96 -20.29
N 10.58 7.74 -21.40
C 9.80 8.51 -22.27
C 10.65 9.10 -23.21
N 11.96 8.75 -22.87
C 11.87 8.02 -21.70
C 13.15 9.18 -23.56
H 9.71 8.66 -19.01
H 8.91 7.18 -18.46
H 8.20 8.05 -19.77
H 9.55 6.02 -20.62
H 10.83 6.56 -19.72
H 8.73 8.59 -22.22
H 10.50 9.71 -24.09
H 12.71 7.59 -21.16
H 13.20 10.26 -23.68
H 13.23 8.56 -24.46
H 14.00 8.85 -22.97
C 13.62 12.87 -20.00
C 14.04 11.83 -19.20
C 13.32 11.53 -17.85
O 13.70 10.55 -17.12
C 12.17 12.17 -17.45
C 11.60 13.23 -18.32
C 12.48 13.69 -19.60
O 11.98 14.65 -20.17
O 10.42 13.62 -18.24
O 15.03 11.10 -19.57
H 14.09 13.14 -20.93
H 11.55 11.75 -16.68
C 16.75 5.21 -19.34
O 16.93 4.03 -19.59
O 17.78 5.90 -19.25
O 15.71 5.74 -18.89
Cl 12.12 3.57 -23.68
C 13.21 2.74 -22.49
C 12.34 1.91 -21.57
Cl 11.43 0.71 -22.46
H 13.83 3.49 -22.00
H 13.97 2.11 -22.94
H 11.65 2.51 -20.98
H 12.92 1.36 -20.84
Cl 17.44 6.42 -26.07
C 18.04 6.26 -24.38
C 18.73 7.59 -23.81
Cl 20.22 7.80 -24.78
H 18.66 5.36 -24.43
H 17.19 6.05 -23.74
H 19.03 7.48 -22.77
H 18.12 8.48 -23.96
Cl 7.45 12.04 -13.70
C 6.77 11.09 -15.03
C 5.26 10.92 -14.84
Cl 4.93 9.46 -15.77
H 7.25 10.12 -14.87
H 7.21 11.43 -15.96
H 4.74 11.74 -15.34
H 4.96 10.76 -13.80
C 11.95 6.96 -30.31
O 11.55 5.78 -30.45
N 11.37 7.88 -29.55
C 12.03 9.19 -29.48
C 10.18 7.70 -28.81
H 12.74 7.38 -30.96
H 11.33 10.00 -29.67
H 12.74 9.31 -30.30
H 12.53 9.26 -28.51
H 10.27 7.72 -27.73
H 9.44 8.41 -29.17
H 9.72 6.73 -28.97
C 7.30 12.28 -28.17
O 7.63 11.76 -27.10
N 7.73 13.48 -28.62
C 7.40 14.12 -29.92
C 8.64 14.33 -27.85
H 6.61 11.78 -28.87
H 6.62 14.87 -29.98
H 7.10 13.52 -30.78
H 8.34 14.48 -30.33
H 8.16 14.88 -27.04
H 9.46 13.79 -27.38
H 9.13 15.10 -28.43
C 7.00 12.89 -22.59
O 7.67 13.60 -21.79
N 6.10 11.95 -22.34
C 5.04 11.64 -23.37
C 5.86 11.44 -21.11
H 7.07 13.03 -23.68
H 5.22 10.57 -23.45
H 5.25 12.11 -24.34
H 4.05 11.86 -22.98
H 6.02 10.36 -21.20
H 6.56 11.75 -20.32
H 4.84 11.65 -20.80
C 15.19 14.52 -27.54
O 14.17 13.88 -27.22
N 15.62 15.67 -26.88
C 16.71 16.51 -27.17
C 14.96 16.14 -25.64
H 15.89 14.28 -28.36
H 17.12 16.13 -28.10
H 17.52 16.29 -26.48
H 16.38 17.54 -27.28
H 13.90 15.90 -25.72
H 15.41 15.62 -24.80
H 15.16 17.21 -25.60
C 6.43 1.78 -18.85
Cl 8.13 2.01 -18.27
Cl 6.33 1.87 -20.55
Cl 5.97 0.15 -18.49
Cl 5.33 2.96 -18.06
C 4.17 6.18 -24.10
Cl 5.89 6.13 -24.48
Cl 3.46 7.04 -25.42
Cl 3.49 4.50 -23.98
Cl 3.90 7.14 -22.57
```

***

6.
C17H38BrN9O4P2S3SbTi | ωB97M-V/def2-TZVPD

Net charge: 0
HOMO energy (spin up / spin down) (eV): -5.835 / -5.864
LUMO (spin up / spin down) (eV): 0.190 / 0.204
Spin multiplicity: 2
E (eV): -190634.5689
Expectation value of S²: 0.76
Gap between HOMO and LUMO (spin up / spin down) (eV): 6.0 / 6.1
F_max (eV/A): 1.6

XYZ file:
```
76
C17H38BrN9O4P2S3SbTi, DFT ωB97M-V/def2-TZVPD
Ti -0.04 -0.43 -0.44
S -0.16 2.59 3.19
Sb 1.55 1.07 2.83
S 0.04 -0.92 1.70
S 2.87 1.87 1.07
C -3.23 0.53 1.76
N -3.35 -0.90 1.43
C -3.29 -1.78 2.59
P -3.00 -1.38 -0.09
O -2.13 -0.45 -0.87
O -2.41 -2.87 0.06
P -1.04 -3.48 -0.54
O -0.23 -2.41 -1.20
N -1.64 -4.64 -1.53
C -0.78 -5.75 -1.93
C -2.62 -4.29 -2.55
N -0.26 -4.25 0.65
C -1.00 -5.05 1.61
C 1.14 -3.99 0.98
N -4.36 -1.66 -0.99
C -4.93 -0.51 -1.69
C -5.38 -2.50 -0.36
H -4.08 0.81 2.38
H -3.24 1.13 0.85
H -2.29 0.73 2.29
H -4.09 -1.49 3.28
H -2.32 -1.68 3.09
H -3.44 -2.82 2.31
H -0.09 -6.01 -1.12
H -0.20 -5.52 -2.82
H -1.40 -6.62 -2.14
H -3.22 -3.44 -2.24
H -3.28 -5.14 -2.72
H -2.12 -4.05 -3.50
H -1.99 -5.29 1.23
H -1.09 -4.52 2.56
H -0.47 -5.99 1.78
H 1.58 -3.31 0.26
H 1.68 -4.94 0.98
H 1.21 -3.52 1.96
H -4.13 0.06 -2.18
H -5.48 0.16 -1.02
H -5.62 -0.87 -2.46
H -4.92 -3.39 0.06
H -6.09 -2.82 -1.13
H -5.92 -1.97 0.42
C 5.20 0.69 -0.50
N 4.45 -0.38 0.16
C 4.72 -0.54 1.59
C 3.20 -0.54 -0.21
N 2.13 -0.79 -0.58
H 4.94 1.65 -0.06
H 4.95 0.69 -1.57
H 6.26 0.48 -0.39
H 4.50 0.39 2.11
H 5.77 -0.81 1.71
H 4.10 -1.34 1.99
N -1.33 3.10 -1.66
C -0.84 2.73 -0.43
N -0.86 3.61 0.56
O -0.44 1.56 -0.26
H -1.34 4.07 -1.90
H -1.13 2.45 -2.40
H -1.27 4.52 0.43
H -0.60 3.30 1.52
Br -1.16 -1.19 -4.18
C 0.30 -0.01 -3.90
C 1.03 0.40 -5.01
C 2.05 1.31 -4.81
C 2.28 1.79 -3.53
C 1.51 1.31 -2.49
N 0.52 0.41 -2.67
H 0.79 0.01 -5.99
H 2.64 1.65 -5.65
H 3.06 2.51 -3.32
H 1.67 1.65 -1.47
```